This record from the OMol25 dataset describes 11 unconnected molecules or ions with the total composition C40H111N9O13 at a distorted geometry. The level of theory is ωB97M-V with the def2-TZVPD basis set.

Structure (XYZ):
```
173
Properties=species:S:1:pos:R:3:forces:R:3
O 4.378 5.614 0.284 -0.993 -1.041 0.199
O -3.223 -2.770 5.434 1.615 0.093 1.225
O -0.563 -0.383 -0.878 1.001 0.475 -0.488
O -2.780 3.404 -2.625 -1.316 -1.350 0.181
O 0.792 -5.452 1.552 -1.390 -0.303 0.580
O 0.340 -2.094 6.313 -0.402 0.417 1.405
O -7.918 -0.957 3.255 -1.228 1.014 -1.198
O 0.682 -3.854 -4.180 -0.486 2.107 0.310
O 4.625 0.665 -0.582 0.075 0.536 0.134
O -3.120 -2.886 2.404 -1.040 -1.201 -1.090
O 5.645 -3.384 -0.484 0.619 1.351 -0.528
O 1.913 6.626 -3.813 -1.090 -1.315 -0.225
O 6.386 0.556 2.087 0.206 -0.659 0.038
N -4.444 5.298 0.185 0.894 -0.605 0.505
N -5.538 -1.109 0.237 0.117 -0.591 0.213
N -1.392 -1.273 3.976 0.532 0.489 0.492
N 4.117 -2.252 1.868 0.257 -0.096 0.226
N -0.243 8.448 -2.288 0.436 0.166 -0.115
N 4.510 5.000 -3.465 -2.071 1.087 -1.409
N -0.129 -8.733 0.077 -0.286 -0.334 -0.218
N 2.085 2.213 -1.329 -1.091 -0.707 2.152
N -2.631 -3.038 -3.226 -3.050 1.362 1.371
C -1.334 -0.755 0.225 -1.346 0.759 -1.479
C 0.485 -0.860 5.639 -0.384 0.544 -0.151
C 3.746 5.416 -1.026 1.496 1.598 -0.228
C -0.281 -2.095 7.627 0.420 -0.248 -0.707
C 1.041 1.200 -1.748 2.259 1.674 -0.331
C 5.142 -4.117 0.631 -0.026 -0.552 -0.339
C -4.135 -3.302 4.556 -2.329 -0.852 -0.850
C 5.332 1.653 0.209 0.106 -0.772 -0.325
C -2.079 -4.481 -4.976 0.935 -1.148 -0.974
C -0.128 -6.537 1.211 1.526 0.533 -0.027
C -1.637 -3.906 -3.658 1.759 0.531 -0.202
C -0.013 -4.341 1.944 -0.301 0.260 -0.775
C -0.371 -3.008 -3.604 0.606 -2.357 -1.041
C 2.737 -3.247 0.310 -1.214 -0.945 -1.868
C 1.800 0.334 -2.772 -1.380 -0.301 0.085
C 7.063 -3.534 -0.860 -1.567 0.295 0.828
C 1.763 5.853 -5.058 -0.542 1.153 1.300
C 0.831 6.253 -2.890 1.905 1.915 1.275
C -1.875 3.682 -3.645 0.390 0.731 -0.142
C 0.041 -1.028 4.196 1.397 0.170 -1.133
C 1.776 -3.185 -4.841 0.177 -2.015 0.964
C 0.534 0.178 3.278 -0.808 -1.258 1.065
C 1.509 -7.092 -0.631 0.955 -0.824 0.483
C 0.721 -7.646 0.591 -0.964 0.199 -1.150
C -6.726 -0.781 2.485 0.185 -0.794 -0.702
C 0.561 0.374 -0.525 1.202 0.327 -1.195
C 0.717 7.408 -1.824 -1.051 0.109 -0.539
C 3.808 -3.565 1.288 1.612 1.449 -0.665
C 0.081 6.888 -0.538 0.210 -0.986 0.136
C -3.586 -3.936 3.243 -0.150 1.937 1.628
C -4.273 4.094 -0.703 -1.983 2.167 -1.904
C -3.183 4.450 -1.769 1.177 -0.311 1.123
C 3.420 5.676 1.353 0.331 0.188 -0.006
C -7.475 -2.526 0.597 0.290 -0.190 -0.042
C 4.710 4.711 -2.077 0.488 0.249 0.729
C -6.800 -1.201 0.923 -1.213 1.551 0.889
C -5.698 3.914 -1.397 0.940 -0.488 0.653
C 5.250 1.281 1.697 -0.587 1.543 -0.511
C -8.989 -0.020 2.881 0.347 0.235 0.486
C 6.135 5.246 -1.937 0.943 -1.408 2.107
H 1.536 0.574 3.439 0.163 -0.573 0.217
H -5.744 3.355 -2.332 0.317 -0.255 0.113
H -5.210 5.160 0.829 0.039 -0.478 0.211
H -8.861 0.993 3.265 0.737 0.054 0.605
H -4.435 -4.475 2.824 0.116 0.258 -0.515
H 2.600 4.991 1.140 0.033 -0.186 0.460
H -7.667 -2.537 -0.476 0.048 0.092 -0.059
H 7.702 -3.519 0.023 -0.029 -0.437 0.166
H -0.596 -4.514 2.849 -0.040 -0.296 0.091
H -2.491 -2.318 2.855 0.608 0.376 0.487
H -2.333 4.108 -4.538 -0.449 -0.042 -0.174
H -4.002 3.273 -0.040 0.123 -0.087 -0.407
H -2.803 -4.665 3.457 0.134 -0.068 0.145
H 1.963 -2.546 0.620 -0.186 -0.598 0.923
H 1.507 -0.489 5.715 0.305 -0.271 -0.214
H 3.709 6.462 -1.329 -0.375 0.156 -0.853
H 3.917 5.818 -3.467 -0.017 0.651 -0.664
H 0.444 -0.170 2.249 -0.138 0.477 0.083
H 5.891 -4.058 1.420 0.138 -0.465 0.231
H 1.352 -0.337 -0.284 0.518 -0.052 0.177
H -6.330 3.430 -0.653 -0.286 -0.055 -0.153
H 1.102 -0.280 -3.341 0.099 -0.251 -0.136
H 4.438 -1.799 1.025 0.112 0.961 0.022
H -3.756 -2.314 6.089 0.357 0.104 0.259
H -8.440 -2.672 1.082 0.201 -0.034 0.326
H 2.706 5.094 -0.969 0.204 -0.681 0.198
H 0.255 -1.767 8.518 1.149 0.533 -0.440
H 2.975 -2.743 -0.627 1.225 -0.099 -0.072
H -0.679 -4.148 1.104 -0.552 0.110 0.103
H -3.444 -3.589 -2.989 -0.593 0.057 -0.288
H 2.545 -3.930 -4.640 0.549 0.160 -0.444
H -0.701 -9.260 0.721 0.409 0.103 0.766
H -3.430 5.337 -2.353 -0.441 0.216 0.061
H 5.182 -0.113 -0.664 0.069 -0.139 0.010
H -0.107 -0.024 6.013 -0.490 -0.094 0.782
H 6.611 0.771 2.995 -0.082 -0.057 -0.028
H -4.812 -3.981 5.074 0.322 -1.007 0.125
H -6.318 0.209 2.686 -0.290 0.664 -0.808
H -3.047 -4.972 -4.875 -0.268 0.367 0.052
H 2.493 -6.776 -0.286 -0.135 0.692 0.014
H -2.439 -2.605 -2.334 0.516 0.312 0.133
H -2.288 4.650 -1.180 0.153 0.706 0.223
H 3.007 6.649 1.621 -0.324 0.714 -1.241
H -1.339 2.781 -3.941 -0.215 -0.135 0.196
H 0.411 5.868 -0.340 -0.071 -0.275 -0.003
H 2.821 1.685 -0.882 0.557 0.416 -0.304
H 5.036 -5.120 0.217 -0.218 -0.531 0.686
H 1.040 -6.333 -1.259 -0.238 0.182 0.463
H -1.430 -5.300 -5.289 0.309 -0.123 0.232
H -1.621 0.192 0.681 0.044 -0.275 1.077
H -4.856 -2.496 4.418 -0.095 0.159 -1.415
H 0.493 -1.973 3.894 0.431 0.105 -0.362
H 1.414 -8.053 1.327 -0.014 -0.003 -0.048
H 4.577 3.631 -2.132 0.732 -0.293 1.414
H -1.158 -1.447 7.640 -0.516 -0.519 -0.267
H -2.057 -3.839 -5.856 -0.324 0.565 0.380
H -0.130 1.005 3.533 -0.251 0.158 -0.537
H -0.172 6.173 -3.310 0.270 -0.261 -0.634
H 2.603 5.984 -5.741 0.004 0.410 0.297
H 1.785 -7.901 -1.307 -0.383 -0.329 0.058
H 0.312 7.408 0.392 0.011 0.546 -0.362
H -5.220 -0.195 -0.053 -0.061 -0.034 0.394
H -5.928 -1.362 2.948 -0.299 -0.738 0.107
H 1.124 5.361 -2.337 -0.141 -0.452 -0.407
H 3.944 4.311 -3.940 -0.144 -0.322 0.051
H -0.975 7.967 -2.792 -0.382 -0.054 0.131
H -0.164 -2.767 -2.561 0.254 -0.155 0.218
H -9.159 0.221 1.832 0.428 -0.948 -0.436
H -0.406 -3.156 7.844 -0.844 0.121 -0.221
H -0.908 -1.530 0.862 -0.031 0.130 0.151
H -2.221 -1.051 -0.334 -0.455 -0.833 0.875
H -1.914 -0.495 4.354 -0.235 0.559 -0.176
H -0.729 -6.870 2.057 0.299 -0.094 0.509
H -6.118 4.900 -1.597 0.137 0.041 0.012
H 6.475 5.213 -0.902 -0.014 0.150 0.273
H 1.696 7.839 -1.618 -0.022 0.031 -0.255
H 0.102 9.114 -2.965 0.609 -0.020 0.000
H -6.790 -3.357 0.764 -0.136 -0.189 0.354
H 2.458 -0.309 -2.187 0.189 -0.067 -0.215
H -9.954 -0.310 3.296 0.307 -0.682 0.066
H 2.362 -4.220 -0.006 -0.803 0.214 -0.123
H 2.162 -2.278 -4.375 -0.620 0.331 -0.125
H 6.322 6.263 -2.285 -0.566 -0.128 -0.302
H -1.133 4.426 -3.354 0.203 -0.062 0.353
H 4.281 0.796 1.816 0.133 -0.832 0.096
H -7.472 -0.479 0.459 0.071 0.397 -0.009
H -1.680 -2.004 4.611 0.137 -0.410 0.199
H 5.130 2.163 2.326 0.323 0.430 -0.113
H 3.899 5.550 2.325 0.468 -1.186 -0.220
H 3.434 -4.258 2.041 0.222 -0.143 -0.026
H -4.858 -1.622 0.780 0.629 0.172 -0.187
H 2.412 2.919 -1.973 -0.192 -0.594 -0.335
H -1.001 6.875 -0.673 -0.023 -0.071 0.176
H 7.200 -4.418 -1.482 0.064 -0.136 0.210
H -0.871 -6.191 0.493 0.071 0.234 -0.434
H -0.514 -2.043 -4.089 -0.032 -0.186 -0.602
H 0.481 1.015 0.353 -0.713 0.234 -0.012
H -1.511 -4.733 -2.959 0.482 -0.360 0.073
H 0.491 -3.383 2.073 0.833 -0.471 0.112
H 6.804 4.542 -2.433 -0.025 0.266 -0.436
H 1.631 -3.165 -5.921 -0.189 0.572 0.028
H 4.932 2.632 -0.054 -0.461 -0.107 0.369
H 0.299 1.890 -2.148 -0.730 -0.843 -0.237
H 0.840 6.303 -5.424 -0.002 -0.655 -0.907
H 7.370 -2.653 -1.424 -0.451 0.005 -0.162
H 1.667 4.787 -4.852 -0.205 -0.079 0.080
H 2.391 0.945 -3.455 -0.104 -0.026 0.044
H -0.828 -8.371 -0.555 0.165 0.312 -0.451
H -4.700 6.176 -0.245 0.267 -0.166 -0.849
H 6.356 1.689 -0.163 0.278 -0.047 0.399
H 4.951 -2.305 2.435 0.211 -0.007 0.376
```
Forces are in eV/Å.

Output
Kohn-Sham gap: 8.899 eV
E: -3061.09923 Ha
Charge: 0
SMILES string: COC[C@H](C)N.COC[C@H](C)N.COC[C@H](C)N.COC[C@H](C)N.COC[C@H](C)N.COC[C@H](C)N.COC[C@H](C)N.COC[C@H](C)N.COC[C@H](C)N.OCCO.OCCO
ΔE to the lowest compared entry with this formula, charge and spin: 227.9 kcal per mole
Multiplicity: 1

Results of the Mulliken charge analysis, in e, for atoms 1 through 99: atom 1 (O): -0.47, atom 2 (O): -0.45, atom 3 (O): -0.27, atom 4 (O): -0.31, atom 5 (O): -0.20, atom 6 (O): -0.31, atom 7 (O): -0.39, atom 8 (O): -0.32, atom 9 (O): -0.55, atom 10 (O): -0.31, atom 11 (O): -0.17, atom 12 (O): -0.49, atom 13 (O): -0.55, atom 14 (N): -0.73, atom 15 (N): -0.48, atom 16 (N): -0.28, atom 17 (N): -0.45, atom 18 (N): -0.75, atom 19 (N): -0.70, atom 20 (N): -0.74, atom 21 (N): 0.07, atom 22 (N): -0.72, atom 23 (C): -0.24, atom 24 (C): -1.16, atom 25 (C): 0.08, atom 26 (C): -0.69, atom 27 (C): 0.32, atom 28 (C): -0.93, atom 29 (C): -0.50, atom 30 (C): 0.39, atom 31 (C): -1.51, atom 32 (C): -0.71, atom 33 (C): 0.93, atom 34 (C): -0.18, atom 35 (C): -0.38, atom 36 (C): -0.72, atom 37 (C): -0.80, atom 38 (C): -0.84, atom 39 (C): -0.83, atom 40 (C): -0.05, atom 41 (C): -0.40, atom 42 (C): 0.48, atom 43 (C): -0.65, atom 44 (C): -1.15, atom 45 (C): -1.06, atom 46 (C): 0.44, atom 47 (C): 0.47, atom 48 (C): -0.09, atom 49 (C): 0.17, atom 50 (C): 0.45, atom 51 (C): -1.12, atom 52 (C): -0.30, atom 53 (C): 0.49, atom 54 (C): -0.51, atom 55 (C): -0.71, atom 56 (C): -1.30, atom 57 (C): 0.49, atom 58 (C): 0.29, atom 59 (C): -1.38, atom 60 (C): -0.67, atom 61 (C): -0.76, atom 62 (C): -1.66, atom 63 (H): 0.43, atom 64 (H): 0.33, atom 65 (H): 0.24, atom 66 (H): 0.32, atom 67 (H): 0.42, atom 68 (H): 0.24, atom 69 (H): 0.36, atom 70 (H): 0.36, atom 71 (H): 0.29, atom 72 (H): 0.30, atom 73 (H): 0.40, atom 74 (H): 0.31, atom 75 (H): 0.17, atom 76 (H): -0.38, atom 77 (H): 0.46, atom 78 (H): 0.28, atom 79 (H): 0.24, atom 80 (H): -0.03, atom 81 (H): 0.42, atom 82 (H): -0.25, atom 83 (H): 0.36, atom 84 (H): 0.08, atom 85 (H): -0.08, atom 86 (H): 0.31, atom 87 (H): 0.32, atom 88 (H): 0.01, atom 89 (H): 0.32, atom 90 (H): 0.70, atom 91 (H): 0.45, atom 92 (H): 0.31, atom 93 (H): 0.30, atom 94 (H): 0.26, atom 95 (H): 0.34, atom 96 (H): 0.18, atom 97 (H): 0.39, atom 98 (H): 0.31, atom 99 (H): 0.44